No. 1
Density functional theory data (ωB97M-V with the def2-TZVPD basis set) for C3H5N3OS in the gas phase in a non-equilibrium geometry.

Computed properties:
HOMO = -7.947 eV
SMILES = Nc1c[nH]o/c1=N/S
LUMO level = 0.8 eV

```
13
Properties=species:S:1:pos:R:3:forces:R:3
N 0.555 1.585 -0.212 3.276 -2.856 -0.057
C -0.235 0.480 -0.296 1.149 0.667 0.262
C -1.509 0.506 -0.151 -4.026 -3.308 0.484
N -2.046 -0.880 -0.167 -1.272 2.498 -0.685
O -0.940 -1.704 -0.276 -0.200 0.357 0.068
C 0.156 -0.906 -0.274 -0.379 -1.251 0.249
N 1.207 -1.565 -0.128 3.297 0.808 0.048
S 2.587 -0.444 -0.225 1.623 -2.076 1.543
H 1.340 1.365 0.410 -0.337 1.183 -0.528
H 0.119 2.427 -0.244 -1.261 2.797 0.321
H -2.168 1.303 0.090 -0.438 0.450 -0.060
H -2.537 -1.099 0.697 0.264 -0.060 0.033
H 3.470 -1.067 0.775 -1.697 0.792 -1.679
```
Forces are in eV/Å.

These are the natural (NBO) partial charges, in e, on atoms 1 to 4: -0.82, 0.01, -0.06, -0.30



No. 2
Density functional theory data (ωB97M-V with the def2-TZVPD basis set) for C3H5N3S in the gas phase in a non-equilibrium geometry.

Computed properties:
HOMO = -8.896 eV
LUMO level = -0.2 eV

```
12
Properties=species:S:1:pos:R:3:forces:R:3
C 0.436 0.277 -0.792 0.232 0.549 -2.366
C 0.659 0.669 -2.077 -0.500 -1.414 3.462
C -0.366 -0.829 -0.120 1.932 0.825 0.661
N 0.883 1.288 0.077 0.203 0.105 1.989
N 0.774 1.099 1.283 0.173 0.017 0.056
N -1.221 -0.264 2.454 -0.891 0.877 -0.257
S 0.105 -0.552 1.764 0.312 -0.036 -2.830
H 1.201 1.505 -2.373 0.820 1.526 0.202
H 0.321 0.098 -2.835 -1.114 -2.017 -2.514
H -1.387 -0.466 -0.199 -0.401 -0.849 0.299
H -0.106 -1.891 -0.353 -0.541 1.109 -0.129
H -1.299 -0.935 3.171 -0.222 -0.693 1.426
```
Forces are in eV/Å.

These are the natural (NBO) partial charges, in e, on atoms 1 to 4: 0.06, -0.29, -0.65, -0.12



No. 3
Density functional theory data (ωB97M-V with the def2-TZVPD basis set) for 2 unconnected molecules or ions with the total composition C3H5N4 in a non-equilibrium geometry.

Computed properties:
HOMO (spin up / spin down) = -13.515 / -13.515 eV
LUMO level (spin up / spin down) = -5.5 / -5.5 eV
Charge = +1

```
12
Properties=species:S:1:pos:R:3:forces:R:3
C -2.591 -0.223 0.602 -0.392 -2.528 3.112
C -2.369 0.565 -0.401 2.180 3.349 -5.058
C -0.079 -0.483 -0.100 -2.514 0.645 -0.571
N -2.480 -1.001 1.458 -0.862 -0.492 0.676
N -2.550 1.374 -1.273 -0.515 -1.498 2.115
N 0.589 0.119 -1.015 1.636 1.086 -0.914
N 0.000 -1.325 0.827 -1.232 -1.665 2.295
H -2.099 1.849 -2.028 0.358 0.077 -0.287
H 0.125 0.771 -1.675 0.404 -0.751 0.847
H 1.619 0.107 -1.099 -0.687 -0.184 0.057
H -1.017 -1.684 1.267 1.530 1.385 -1.001
H 0.694 -1.654 1.528 0.094 0.576 -1.271
```
Forces are in eV/Å.

These are the natural (NBO) partial charges, in e, on atoms 1 to 4: 0.13, 0.40, 0.46, -0.19



No. 4
Density functional theory data (ωB97M-V with the def2-TZVPD basis set) for a gas-phase ion, C3H5N4 (charge +1) in a non-equilibrium geometry.

Computed properties:
HOMO (spin up / spin down) = -14.900 / -14.900 eV
SMILES = C=C(/N=N/C)[N+]#N
LUMO level (spin up / spin down) = -5.9 / -5.9 eV
Charge = +1

```
12
Properties=species:S:1:pos:R:3:forces:R:3
C 2.390 -1.324 0.289 4.030 -1.780 -0.287
C 1.714 -0.244 0.151 -0.558 0.672 -0.184
N 0.373 -0.145 0.257 -3.212 -0.232 0.329
N -0.220 0.878 0.034 3.463 0.953 -0.795
C -1.602 1.104 -0.005 -2.474 -1.634 1.363
N 2.308 0.979 -0.278 -0.560 2.492 -0.278
N 1.790 1.974 -0.452 0.407 -1.079 0.048
H 2.020 -2.278 0.576 -0.647 -0.385 0.192
H 3.494 -1.283 0.069 -1.303 -0.028 0.364
H -1.891 0.984 1.126 0.038 0.646 -1.923
H -2.074 0.096 -0.479 0.595 2.833 0.603
H -1.827 2.177 -0.406 0.222 -2.457 0.569
```
Forces are in eV/Å.

These are the natural (NBO) partial charges, in e, on atoms 1 to 4: -0.16, 0.10, -0.06, -0.02



No. 5
Density functional theory data (ωB97M-V with the def2-TZVPD basis set) for a molecular structure, C3H5N4O in a non-equilibrium geometry.

Computed properties:
HOMO = -13.772 eV
LUMO level = -4.0 eV
Charge = +1

```
13
Properties=species:S:1:pos:R:3:forces:R:3
C -1.353 -0.842 -0.191 0.039 -3.525 -1.381
C -1.343 0.436 0.054 -1.736 1.119 0.737
C 0.715 -0.179 -0.129 4.255 4.031 3.119
N 3.286 0.111 0.178 3.841 0.349 0.458
N 4.366 -0.037 0.296 -0.970 -0.053 -0.166
N -0.065 0.845 0.168 -2.989 1.756 0.011
N 0.009 -1.286 -0.282 -0.924 0.386 -0.964
O -2.352 1.265 0.250 -0.188 0.856 0.037
H -2.230 -1.389 -0.494 0.341 -0.567 0.158
H 1.794 0.552 0.364 -2.367 -4.395 -2.294
H 0.022 1.827 0.524 1.099 -1.332 -0.686
H 0.342 -2.181 -0.715 -0.442 1.318 0.880
H -3.193 0.877 -0.023 0.042 0.057 0.092
```
Forces are in eV/Å.

These are the natural (NBO) partial charges, in e, on atoms 1 to 4: -0.16, 0.43, 0.22, -0.07



No. 6
Density functional theory data (ωB97M-V with the def2-TZVPD basis set) for a gas-phase ion, C3H5N4O2 (charge +1) in a non-equilibrium geometry.

Computed properties:
HOMO = -14.879 eV
LUMO level = -4.9 eV
Charge = +1

```
14
Properties=species:S:1:pos:R:3:forces:R:3
C -0.501 0.727 0.489 1.211 0.077 0.448
C -1.460 -0.779 -0.846 -0.762 -1.369 -1.931
C 0.755 -0.420 0.187 -2.986 2.642 2.833
N -0.006 1.676 -0.462 0.567 -2.422 0.507
N 1.537 0.195 -0.724 1.201 0.200 -2.434
N 0.996 1.216 -1.221 1.199 0.377 1.220
N 1.318 -1.041 1.230 -2.962 -2.551 2.082
O -0.315 -1.224 -0.878 0.583 -1.986 -0.889
O -1.731 0.147 -0.056 -0.737 2.594 2.187
H -0.725 1.188 1.508 0.340 -1.110 -1.407
H -2.315 -1.040 -1.539 1.153 -0.432 0.786
H -0.436 2.472 -0.799 -1.254 1.837 -0.580
H 0.672 -1.637 1.924 1.754 2.167 -2.116
H 2.213 -1.481 1.187 0.693 -0.023 -0.707
```
Forces are in eV/Å.

These are the natural (NBO) partial charges, in e, on atoms 1 to 4: 0.12, 0.70, 0.53, -0.43



No. 7
Density functional theory data (ωB97M-V with the def2-TZVPD basis set) for C3H5N5 in the gas phase in a non-equilibrium geometry.

Computed properties:
HOMO = -10.066 eV
SMILES = NCc1nncnn1
LUMO level = -1.1 eV

```
13
Properties=species:S:1:pos:R:3:forces:R:3
N -2.310 0.447 -0.400 0.486 1.079 3.897
C -1.196 -0.557 0.153 -3.781 4.081 1.781
C 0.114 -0.125 -0.152 -2.225 0.103 -2.539
N 0.442 1.144 -0.292 2.375 1.353 1.543
N 1.735 1.386 -0.178 -0.458 0.387 -0.712
C 2.507 0.311 0.022 3.766 -1.626 0.526
N 2.142 -0.929 -0.180 -2.329 -0.903 -2.037
N 0.789 -1.138 -0.522 5.920 -1.434 1.582
H -3.241 0.085 -0.129 0.669 -0.393 -0.397
H -2.355 1.361 0.306 0.792 -2.853 -2.387
H -1.024 -0.629 1.254 -1.157 0.404 0.117
H -1.335 -1.552 -0.070 -0.633 -1.944 -1.296
H 3.732 0.197 0.191 -3.426 1.745 -0.078
```
Forces are in eV/Å.

These are the natural (NBO) partial charges, in e, on atoms 1 to 4: -0.81, -0.26, 0.31, -0.16



No. 8
Density functional theory data (ωB97M-V with the def2-TZVPD basis set) for a molecular structure, C3H5N5 in a non-equilibrium geometry.

Computed properties:
HOMO = -8.751 eV
LUMO level = -0.3 eV

```
13
Properties=species:S:1:pos:R:3:forces:R:3
C -0.649 0.370 -0.989 0.924 -1.373 3.149
C 1.739 -0.948 2.341 -1.747 1.351 -2.347
C -2.002 0.375 -1.403 -1.700 1.267 -0.527
N 0.379 0.766 -1.729 1.871 1.007 -2.113
N -0.262 -0.084 0.184 -0.503 -0.383 0.332
N 1.510 0.690 -1.333 -1.267 -1.127 2.530
N 1.836 -0.408 1.209 2.319 0.259 -0.461
N 1.007 -0.021 0.299 0.857 1.033 -2.485
H 2.535 -0.929 2.941 3.621 -0.499 1.748
H 0.871 -1.069 2.845 -3.297 -0.862 1.228
H -2.646 -0.082 -0.665 0.079 -0.794 -0.131
H -2.330 1.434 -1.298 -0.170 -0.461 -1.195
H -1.989 -0.093 -2.401 -0.986 0.581 0.273
```
Forces are in eV/Å.

These are the natural (NBO) partial charges, in e, on atoms 1 to 4: 0.21, -0.10, -0.65, -0.17



No. 9
Density functional theory data (ωB97M-V with the def2-TZVPD basis set) for C3H5N5 in the gas phase in a non-equilibrium geometry.

Computed properties:
HOMO = -10.784 eV
SMILES = [H]/N=C/n1nnnc1C
LUMO level = 0.4 eV

```
13
Properties=species:S:1:pos:R:3:forces:R:3
H 2.081 2.302 1.376 -0.482 -0.974 -0.263
N 1.595 1.395 1.206 0.343 0.545 0.395
C 0.840 1.489 0.211 -0.479 0.901 -1.086
N 0.019 0.454 -0.274 -0.166 -0.862 1.181
N -0.747 0.587 -1.390 0.805 0.106 -0.508
N -1.310 -0.539 -1.596 0.035 0.837 0.980
N -1.046 -1.381 -0.573 0.476 -0.847 0.582
C -0.212 -0.787 0.259 -0.670 -0.053 -0.717
C 0.367 -1.347 1.527 1.015 0.305 -0.311
H 0.704 2.358 -0.438 0.109 0.044 0.147
H 0.193 -2.438 1.583 -0.182 0.746 -0.004
H 1.475 -1.169 1.456 -0.996 -0.229 0.332
H 0.008 -0.795 2.428 0.191 -0.521 -0.729
```
Forces are in eV/Å.

These are the natural (NBO) partial charges, in e, on atoms 1 to 4: 0.37, -0.63, 0.29, -0.26



No. 10
Density functional theory data (ωB97M-V with the def2-TZVPD basis set) for 2 unconnected molecules or ions with the total composition C3H5N5O in a non-equilibrium geometry.

Computed properties:
HOMO = -8.552 eV
LUMO level = 0.3 eV

```
14
Properties=species:S:1:pos:R:3:forces:R:3
C -0.921 0.911 0.121 1.819 1.179 -0.713
C -1.936 -0.034 -0.634 0.691 3.242 1.362
C 2.275 -0.353 -0.380 -0.731 -0.597 -0.263
H -1.055 2.642 -0.730 1.245 -0.916 2.611
H -2.954 0.205 -1.096 2.007 -0.282 0.333
H -0.758 -2.215 1.063 1.134 3.131 -1.122
H 1.571 0.715 1.600 -0.562 -2.752 -3.403
H 1.605 -1.484 -1.012 2.434 3.544 1.506
N -0.493 2.178 0.117 -3.020 -2.801 -2.645
N -1.505 -1.191 -0.469 -0.568 -3.888 0.610
N -0.409 -1.364 0.405 -3.987 -2.429 -1.968
N -0.074 -0.096 0.785 -2.208 0.565 0.025
N 1.247 -0.065 0.785 7.129 4.418 2.470
O 3.406 0.150 -0.556 -5.382 -2.413 1.196
```
Forces are in eV/Å.

These are the natural (NBO) partial charges, in e, on atoms 1 to 4: 0.34, -0.06, 0.55, 0.35